Formula: C54H50N7O2PV
Source: the OMol25 dataset
Level of theory: ωB97M-V/def2-TZVPD

Last column: Löwdin charge in e.
CARTESIAN COORDINATES (ANGSTROEM)
1 V -0.732750 -0.404168 -0.216800  1.060
2 C -0.045925 -0.316052 -7.888170  -0.058
3 C -1.251857 -0.714580 -7.327398  -0.052
4 C -1.389611 -0.776009 -5.948930  -0.028
5 C -0.315152 -0.453597 -5.124302  -0.207
6 C 0.890919 -0.051355 -5.691061  -0.041
7 C 1.023823 0.020723 -7.070165  -0.054
8 C -0.478723 -0.505455 -3.643414  -0.045
9 C 0.313232 -1.345063 -2.894551  -0.171
10 C 1.400111 -2.104638 -3.439304  0.033
11 C 2.167752 -2.521945 -2.417509  0.004
12 C 1.502131 -2.163664 -1.200763  -0.205
13 N 0.353229 -1.449132 -1.492351  0.043
14 C 1.889114 -2.600647 0.069291  -0.045
15 C 0.977668 -2.681754 1.111670  -0.174
16 C 0.934260 -3.670908 2.112537  0.064
17 C -0.329840 -3.701852 2.633869  0.062
18 C -1.097673 -2.672564 2.056348  -0.154
19 C -2.386523 -2.297754 2.337993  -0.047
20 C -3.142254 -3.058490 3.371209  -0.213
21 C -2.706770 -3.084028 4.693299  -0.036
22 C -3.427405 -3.786331 5.647719  -0.054
23 C -4.578016 -4.471513 5.281129  -0.057
24 C -5.014115 -4.448467 3.963363  -0.052
25 C -4.302325 -3.737104 3.008766  -0.022
26 C -2.999591 -1.179668 1.756926  -0.182
27 N -2.497322 -0.434964 0.697972  0.035
28 C -3.292198 0.710372 0.637540  -0.197
29 C -3.232867 1.691042 -0.362035  -0.043
30 C -4.076764 2.911361 -0.268657  -0.200
31 C -3.449730 4.155808 -0.275957  -0.041
32 C -4.205509 5.317515 -0.218395  -0.060
33 C -5.590612 5.241602 -0.167833  -0.058
34 C -6.220476 4.004481 -0.180562  -0.050
35 C -5.466901 2.840664 -0.228592  -0.032
36 C -2.504861 1.517441 -1.532997  -0.216
37 C -2.746339 2.162179 -2.783472  0.055
38 C -2.076304 1.458596 -3.735359  0.046
39 C -1.383918 0.403972 -3.072003  -0.211
40 N -1.637248 0.463805 -1.734315  0.014
41 C -4.262547 0.663126 1.668889  0.045
42 C -4.118919 -0.523662 2.318337  0.047
43 N -0.244189 -1.966189 1.144725  -0.021
44 C 3.238522 -3.171391 0.338475  -0.191
45 C 3.983867 -2.585457 1.359567  -0.041
46 C 5.260375 -3.042167 1.654470  -0.054
47 C 5.796838 -4.102487 0.939695  -0.056
48 C 5.045468 -4.717900 -0.053312  -0.051
49 C 3.772458 -4.258886 -0.352366  -0.033
50 H 0.059020 -0.265816 -8.963506  0.114
51 H -2.085719 -0.980327 -7.962825  0.115
52 H -2.329233 -1.094159 -5.512941  0.127
53 H 1.719785 0.224568 -5.048453  0.111
54 H 1.960636 0.341772 -7.505237  0.113
55 H 1.572193 -2.260783 -4.491123  0.132
56 H 3.098919 -3.052490 -2.486688  0.118
57 H 1.739635 -4.359317 2.313962  0.140
58 H -0.721098 -4.411826 3.345113  0.137
59 H -1.815477 -2.538414 4.980782  0.121
60 H -3.094588 -3.796147 6.676766  0.114
61 H -5.137860 -5.022544 6.024687  0.115
62 H -5.908335 -4.985490 3.677730  0.115
63 H -4.642685 -3.719052 1.980400  0.127
64 H -2.367978 4.207671 -0.316986  0.105
65 H -3.714990 6.282069 -0.222679  0.111
66 H -6.180984 6.147194 -0.130043  0.114
67 H -7.300143 3.944055 -0.162963  0.115
68 H -5.961555 1.878080 -0.270198  0.126
69 H -3.391482 3.013838 -2.925716  0.133
70 H -2.059014 1.641064 -4.796973  0.129
71 H -4.975423 1.441951 1.880215  0.125
72 H -4.692567 -0.896219 3.150754  0.134
73 H 3.573964 -1.745218 1.909119  0.106
74 H 5.831737 -2.572181 2.443813  0.115
75 H 6.791317 -4.462533 1.166337  0.115
76 H 5.443920 -5.569149 -0.588596  0.116
77 H 3.176036 -4.796405 -1.077609  0.122
78 N 0.471952 -0.061633 2.667041  0.213
79 C 0.040957 -0.462081 1.591229  -0.256
80 H 0.674677 -0.804690 3.345094  0.104
81 C 5.859893 1.474832 -3.065217  -0.141
82 C 4.840329 0.355851 -2.855436  -0.415
83 P 3.535315 0.562227 -1.570476  1.012
84 C 3.062870 2.314369 -1.957572  -0.323
85 C 0.768600 2.192747 -1.394769  -0.248
86 C 4.546281 0.795017 -0.052787  -0.400
87 C 3.703744 1.084277 1.187681  -0.155
88 H 6.619921 1.177186 -3.787432  0.078
89 H 6.381981 1.732436 -2.143439  0.066
90 H 5.398345 2.383431 -3.452133  0.066
91 H 5.348718 -0.573988 -2.581801  0.076
92 H 4.322723 0.132408 -3.792963  0.064
93 H 2.850347 2.374424 -3.032791  0.101
94 H 3.885417 2.997423 -1.747715  0.102
95 H 0.559002 1.572067 0.448943  0.034
96 H 0.653680 1.724200 -2.374441  0.129
97 H -0.045464 2.885567 -1.180909  0.130
98 H 5.280676 1.590749 -0.197190  0.078
99 H 5.108158 -0.134805 0.081981  0.071
100 H 3.171027 2.033275 1.095575  0.065
101 H 4.328801 1.143848 2.079961  0.080
102 H 2.956366 0.305995 1.352001  0.025
103 C 0.701416 4.080964 4.196986  -0.014
104 N -0.296046 4.305096 3.147979  -0.186
105 C -0.832139 5.653107 2.945424  -0.010
106 C -0.501768 3.386981 2.238524  -0.227
107 N -0.695366 2.582799 1.424525  0.209
108 H 0.260869 4.297890 5.168676  0.096
109 H 1.566633 4.724901 4.036579  0.097
110 H 1.016189 3.040816 4.170514  0.089
111 H -1.261637 6.006011 3.881479  0.099
112 H -1.615805 5.617875 2.192787  0.084
113 H -0.044833 6.335653 2.623485  0.099
114 O 0.691227 1.112639 -0.414852  -0.186
115 O 1.944270 2.862527 -1.243247  -0.121

Cartesian forces (eV/Å) of the 3 atoms listed first:
1.0 -0.2 0.1
0.0 0.0 0.0
0.0 0.0 0.0

Its lowest unoccupied orbital energy (alpha / beta) is -6.8 / -6.8 eV. As for the multiplicity: 2. The charge is +2. The HOMO energy (alpha / beta) is -12.42 / -12.40 eV. For the energy relative to the best compared isomer or geometry (same formula, charge and spin), the calculation gives 0.000 eV. Its total energy is -3906.378152 hartree. The calculation puts the gap between HOMO and LUMO (alpha / beta) at 5.6 / 5.6 eV.